[1]
C13H29MgN6O7P3S | wB97M-V/def2-TZVPD

Structure (XYZ):
```
60
Properties=species:S:1:pos:R:3:forces:R:3:mulliken_charge:R:1
Mg 0.2884 -0.4650 0.1023 0.09 0.03 1.48 1.976
C 3.7033 -3.1196 0.3924 -0.16 0.09 0.04 -1.909
C 2.3891 -2.4468 0.1403 0.48 0.17 0.54 0.699
N 1.9947 -1.3943 0.7509 0.01 -0.52 -0.15 1.352
N 2.6967 -0.8155 1.7476 0.89 0.42 0.25 -1.527
C 1.9047 -0.2595 2.6387 0.05 -0.56 -0.03 0.195
N 2.5102 0.5068 3.5984 0.13 0.05 -0.01 -0.353
S 0.2002 -0.4607 2.7016 -0.18 -0.05 0.24 -0.464
C 1.3511 -3.0679 -0.7018 -0.37 -0.35 -0.27 0.545
C 1.5608 -4.2062 -1.4710 0.12 0.17 0.05 -0.882
C 0.4734 -4.8119 -2.0789 -0.18 0.02 0.00 -0.421
C -0.7894 -4.2753 -1.9028 0.12 -0.03 -0.03 -0.736
C -0.9076 -3.1147 -1.1527 0.00 -0.22 -0.04 -0.206
N 0.1267 -2.5332 -0.5686 -0.02 -0.26 -0.10 -0.015
H 4.1627 -2.6550 1.2612 0.08 -0.02 -0.05 0.401
H 4.3622 -3.0030 -0.4704 0.02 -0.03 0.00 0.328
H 3.5663 -4.1847 0.5797 0.02 -0.02 -0.02 0.440
H 3.5148 0.4273 3.6571 -0.01 -0.04 -0.04 0.266
H 2.0231 0.5679 4.4755 -0.03 0.03 0.00 0.260
H 2.5558 -4.6068 -1.6041 0.02 0.00 0.07 0.448
H 0.6067 -5.7019 -2.6796 0.04 0.00 -0.01 0.416
H -1.6585 -4.7243 -2.3617 -0.03 0.00 0.04 0.427
H -1.8672 -2.6353 -1.0065 0.01 0.05 -0.02 0.522
C -1.5473 1.7193 -3.8429 -0.06 0.02 0.14 -1.743
C -1.4105 0.4734 -2.9836 0.19 -0.22 0.38 1.225
O -2.3131 -0.5648 -3.3819 -0.11 0.06 -0.17 -0.666
P -1.9280 0.7758 -1.2625 -1.06 0.55 -0.20 0.423
O -1.3869 2.1756 -0.7934 0.03 -0.15 0.12 -0.636
O -3.5013 1.0287 -1.3611 0.04 -0.09 -0.19 -0.517
O -1.6290 -0.3015 -0.2783 -0.16 0.04 -0.22 -0.779
P 0.3046 -0.2490 -2.9529 0.57 0.15 -0.77 0.520
O 1.1588 0.6238 -4.0156 -0.17 -0.13 0.06 -0.632
O 0.1778 -1.6473 -3.4334 -0.26 -0.01 -0.19 -0.912
O 0.9038 0.0722 -1.6136 0.03 0.25 -0.91 -0.613
H -2.5301 2.1713 -3.7047 -0.01 0.01 -0.06 0.389
H -1.4234 1.4531 -4.8917 0.04 -0.02 0.01 0.416
H -0.7794 2.4402 -3.5661 -0.04 0.06 -0.06 0.331
H -1.7454 -1.3257 -3.6191 0.00 0.02 0.09 0.472
H -1.2925 2.1338 0.2039 -0.03 0.18 -0.03 -0.414
H -3.9545 0.3383 -1.8682 0.10 0.02 0.04 0.377
H 1.2283 0.1283 -4.8425 0.02 0.07 0.07 0.362
N 2.6708 1.8234 -0.1920 0.18 0.28 0.01 -0.894
N 1.3813 1.7250 0.4832 -0.02 -0.47 0.00 -0.060
H 2.4700 1.6050 -1.1622 -0.03 -0.14 0.00 0.351
H 3.2133 1.0331 0.1465 -0.06 -0.06 0.04 0.312
H 0.8519 2.5201 0.1445 0.01 0.08 0.07 0.254
H 1.5781 1.9105 1.4628 -0.11 0.13 0.01 0.197
C -2.6673 3.7109 2.1479 0.14 -0.19 0.00 -1.325
P -1.5644 2.2436 2.4364 -0.46 0.77 0.33 0.999
C -2.6644 1.3033 3.5732 0.15 -0.15 -0.37 -1.330
C -0.4387 2.9781 3.6973 0.02 -0.13 -0.30 -1.152
H -3.0641 4.1274 3.0753 -0.01 0.00 0.01 0.426
H -3.4960 3.4013 1.5088 -0.03 0.05 0.00 0.353
H -2.1089 4.4859 1.6201 -0.02 0.02 -0.01 0.372
H -3.0014 1.9433 4.3894 -0.01 0.02 -0.01 0.421
H -2.1095 0.4551 3.9688 -0.04 -0.02 0.06 0.371
H -3.5255 0.9277 3.0201 -0.03 0.00 0.03 0.372
H -1.0081 3.4867 4.4761 -0.03 0.02 -0.01 0.451
H 0.2448 3.6861 3.2271 0.02 0.01 0.04 0.347
H 0.1380 2.1676 4.1368 0.07 0.02 0.02 0.173
```
Positions in Å, forces in eV/Å.

Computed properties:
ΔE to the lowest compared entry with this formula, charge and spin   0.320 eV
Charge   0
HOMO-LUMO gap   0.2828 Ha
E_LUMO   0.1 eV
E   -2990.70251 Ha
Maximum force   1.48 eV/Å
HOMO energy   -7.6 eV

---

[2]
C7H7NS5 | wB97M-V/def2-TZVPD

Structure (XYZ):
```
20
Properties=species:S:1:pos:R:3:forces:R:3:mulliken_charge:R:1
C -1.2549 -1.2744 -2.5898 -4.14 2.31 -0.66 -1.306
C -0.6357 -0.8380 -1.3567 3.87 1.57 2.93 0.483
C 0.3627 -1.5467 -0.5775 -4.68 -1.74 -2.23 -0.772
C 0.9463 -0.8904 0.4744 -0.87 1.67 0.40 0.532
C 0.5780 0.4665 0.8899 3.45 -2.55 1.00 0.581
C -0.1652 1.2095 0.0496 -0.94 1.40 -0.56 0.325
C -0.7244 0.5534 -1.0098 -0.52 -1.87 -1.71 -0.892
H -0.7797 -0.8918 -3.4805 0.47 0.13 -0.17 0.281
H -1.5157 -2.2932 -2.7750 0.07 -0.79 0.41 0.390
H -2.3009 -0.6338 -2.5393 2.17 -1.88 -0.64 0.264
H 0.2218 -2.7530 -0.6199 1.25 2.97 -0.02 0.081
H 2.1277 -1.1956 2.1077 -1.01 -1.90 -2.27 0.256
H 1.3052 -2.6159 1.1540 2.21 1.88 0.89 0.256
H -1.2146 1.1563 -1.7239 -0.91 0.64 -0.71 0.393
N 1.8326 -1.6619 1.1479 0.16 -1.47 3.21 -0.552
S 1.4801 0.9220 2.3840 -2.23 0.94 0.27 -0.131
S -0.3017 1.6373 3.4165 1.60 0.46 -0.09 -0.008
S 0.1241 3.6983 3.5560 -0.41 -1.12 -1.85 -0.040
S 0.6103 3.9853 1.4495 -0.79 -0.55 -0.37 -0.071
S -0.6961 2.9660 0.0430 1.26 -0.10 2.17 -0.069
```
Positions in Å, forces in eV/Å.

Computed properties:
ΔE to the lowest compared entry with this formula, charge and spin   2.804 eV
Charge   0
HOMO-LUMO gap   0.2763 Ha
E_LUMO   -0.7 eV
E   -2316.56938 Ha
SMILES   Cc1cc(N)c2c(c1)SSSSS2
Maximum force   5.47 eV/Å
HOMO energy   -8.2 eV

---

[3]
C14H16O2 | wB97M-V/def2-TZVPD

Structure (XYZ):
```
32
Properties=species:S:1:pos:R:3:forces:R:3:mulliken_charge:R:1
C -3.9122 -1.7398 -2.7074 -2.21 1.46 -0.19 -1.524
C -2.3358 1.4472 -0.6018 4.70 0.38 2.05 0.805
C -1.3908 0.4187 -0.8574 -1.23 1.93 -0.38 -0.164
C -3.6292 1.5182 -0.9714 -2.47 1.92 -1.22 -0.604
C -1.9128 -0.6145 -1.6346 1.26 0.10 1.67 -0.729
C -4.1796 0.4852 -1.7228 3.10 -1.34 0.34 -0.720
C -3.2550 -0.6006 -1.9968 -2.41 0.51 0.12 0.917
O -1.6716 2.4345 0.1903 -4.95 2.27 0.60 -0.574
H -2.4982 3.0660 0.5252 3.48 -2.16 -1.13 0.319
H -0.3258 0.6715 -0.4971 -1.97 -1.09 -0.91 0.295
H -4.1695 2.5237 -0.8964 0.62 -1.57 0.38 0.198
H -1.1924 -1.4410 -1.6496 -0.87 -0.30 -1.02 0.304
H -5.2032 0.4309 -2.0825 0.24 0.16 0.12 0.386
H -4.8859 -2.0622 -2.2329 1.33 0.01 -0.03 0.306
H -3.2300 -2.5118 -2.8464 0.80 -1.65 -0.50 0.415
H -4.2898 -1.3087 -3.6518 0.48 -0.62 -0.12 0.333
C 4.8315 -0.1633 -0.0915 3.63 1.74 0.69 -1.299
C 1.7651 -0.2589 2.7582 0.87 0.93 -2.46 0.795
C 1.3558 -0.0317 1.4231 3.34 -1.50 -1.59 -0.079
C 3.0749 -0.5256 3.2254 -0.36 0.40 -4.74 -0.962
C 2.3161 -0.3108 0.3476 -3.23 0.77 2.25 -0.446
C 3.9939 -0.6070 2.0711 -1.59 -0.51 3.69 -0.290
C 3.6259 -0.5339 0.7309 0.92 0.45 -0.30 0.495
O 0.8765 0.0646 3.6421 -5.34 1.04 2.19 -0.561
H -0.0748 0.2354 3.2230 3.26 -0.59 1.23 0.343
H 0.4388 0.5081 1.1833 0.02 -0.64 0.39 -0.021
H 3.1806 -0.3194 4.2792 0.87 -0.56 0.04 0.394
H 1.8101 -0.2712 -0.6351 1.35 0.21 0.18 0.390
H 5.0485 -0.7354 2.2804 0.01 0.17 0.03 0.380
H 5.4228 0.6606 0.6010 -1.18 -2.12 -1.66 0.249
H 4.7579 0.4348 -0.9772 -1.21 0.24 -0.65 0.374
H 5.6580 -0.8637 -0.4278 -1.26 -0.03 0.94 0.276
```
Positions in Å, forces in eV/Å.

Computed properties:
ΔE to the lowest compared entry with this formula, charge and spin   3.942 eV
Charge   0
HOMO-LUMO gap   0.3173 Ha
E_LUMO   0.6 eV
E   -693.41165 Ha
SMILES   Cc1ccc(O)cc1.Cc1ccc(O)cc1
Maximum force   5.86 eV/Å
HOMO energy   -8.0 eV

---

[4]
C4H12N2O2 | wB97M-V/def2-TZVPD

Structure (XYZ):
```
20
Properties=species:S:1:pos:R:3:forces:R:3:mulliken_charge:R:1
N 0.2666 1.2367 -1.7955 1.49 1.02 -2.43 -0.646
C 1.1493 1.1836 -0.6064 -3.40 -2.03 0.19 -0.657
C -0.0454 0.7999 0.3971 0.26 2.66 0.48 0.630
N 0.0375 -0.3098 1.1446 0.48 -2.24 -0.32 0.110
C -0.7741 -0.3264 2.3412 -0.23 2.98 1.37 -0.909
C 0.5534 -1.6301 0.5939 0.46 2.74 -0.63 -0.923
O -0.9590 1.6385 0.5635 1.75 -1.18 -0.38 -0.677
H -0.3962 2.0273 -1.6907 0.53 -0.81 0.18 0.231
H 0.7858 1.4278 -2.6969 -0.58 -0.20 1.41 0.263
H 1.9330 0.4233 -0.6124 -0.28 0.10 -0.48 0.343
H 1.5644 2.1152 -0.3731 0.54 1.41 0.73 0.328
H -1.7534 0.1916 2.0879 0.95 -1.05 0.63 0.309
H -0.2383 0.4115 3.1074 -1.20 -1.50 -1.34 0.248
H -0.8734 -1.2795 2.8531 0.00 -0.17 -0.52 0.358
H 1.1654 -1.3085 -0.2986 -0.53 -0.86 0.97 0.299
H 1.2179 -2.0255 1.3785 -0.60 -0.56 -0.57 0.389
H -0.2965 -2.2135 0.1865 0.66 -0.11 0.74 0.284
H -1.6639 -1.1103 -1.7345 0.35 -0.03 -1.12 0.290
H -0.5325 -0.2475 -2.2802 -0.77 -0.67 -0.51 0.452
O -1.1407 -1.0044 -2.5655 0.11 0.50 1.61 -0.722
```
Positions in Å, forces in eV/Å.

Computed properties:
ΔE to the lowest compared entry with this formula, charge and spin   2.383 eV
Charge   0
HOMO-LUMO gap   0.3717 Ha
E_LUMO   0.7 eV
E   -419.56091 Ha
SMILES   CN(C)C(=O)CN.O
Maximum force   3.96 eV/Å
HOMO energy   -9.4 eV

---

[5]
C10H23OPTi | wB97M-V/def2-TZVPD

Structure (XYZ):
```
36
Properties=species:S:1:pos:R:3:forces:R:3:mulliken_charge:R:1
C 1.7894 -3.2016 0.4719 0.23 0.35 -0.11 -0.493
O 2.8041 -2.3187 -0.0399 -1.35 0.35 0.38 -0.397
C 2.2805 -0.9910 0.0351 1.07 0.62 -0.18 0.314
C 3.0439 -0.0320 -0.9344 -0.34 -0.57 -0.36 -0.858
C 2.3432 1.3536 -1.1539 0.70 -0.31 0.20 -0.720
C 1.7594 2.0114 0.1478 -0.24 1.10 -0.25 -0.815
C 0.2778 2.5340 -0.0375 0.42 -0.68 0.40 -0.900
C -0.7691 1.6858 0.8099 -1.32 -0.24 -0.50 -0.474
C -1.7516 0.9012 -0.2194 0.02 0.42 1.35 -0.763
C -3.1193 0.4168 0.4587 0.58 0.12 -2.09 0.234
C -3.7877 -0.7896 -0.2610 -0.01 0.26 -0.21 -0.742
P -2.7023 -2.2913 -0.0228 -0.22 0.67 2.03 -0.047
H 1.0819 -3.4203 -0.3637 0.35 -0.18 0.59 0.197
H 2.2587 -4.1206 0.8892 -0.41 0.70 -0.43 0.322
H 1.2216 -2.6454 1.2714 0.40 -0.74 -0.30 0.130
H 1.1816 -0.9836 -0.2119 0.55 0.02 0.07 -0.134
H 2.4398 -0.6436 1.0920 -0.44 -0.19 -0.63 0.262
H 3.0751 -0.5417 -1.9297 0.11 0.35 0.79 0.309
H 4.0984 0.0709 -0.6019 -0.71 0.00 -0.07 0.328
H 3.1192 2.0470 -1.5616 -0.70 -0.56 0.20 0.325
H 1.5883 1.2347 -1.9701 0.30 0.15 0.81 0.394
H 1.7878 1.3668 1.0538 0.21 0.29 -0.72 0.472
H 2.3815 2.9089 0.3824 -0.41 -0.80 -0.03 0.413
H 0.0044 2.3888 -1.1061 0.06 0.29 0.75 0.454
H 0.1535 3.6104 0.2269 0.15 -0.89 -0.16 0.403
H -1.3501 2.3896 1.4752 0.23 -0.59 -0.50 0.613
H -0.2054 0.9606 1.5224 -0.03 0.43 -0.69 0.139
H -1.1712 0.0764 -0.6932 -0.51 0.56 0.29 0.276
H -2.0279 1.6381 -1.0086 0.19 -0.58 0.59 0.444
H -3.8376 1.2667 0.3914 0.53 -0.55 0.77 0.453
H -3.0173 0.1543 1.5715 -3.59 1.35 -1.91 0.108
H -4.0232 -0.5029 -1.3105 0.35 -0.21 0.61 0.439
H -4.7687 -0.9941 0.2343 0.80 -0.08 -0.39 0.434
H -1.3211 -1.9567 -0.1130 -0.50 -0.07 -1.12 0.020
H -3.0423 -3.3541 -0.8979 0.35 0.39 0.18 0.197
Ti -1.7952 -0.2288 2.4034 3.18 -1.18 0.61 0.664
```
Positions in Å, forces in eV/Å.

Computed properties:
Charge   +2
HOMO-LUMO gap   0.1817 Ha
E_LUMO   -10.2 eV
E   -1659.95014 Ha
Maximum force   4.29 eV/Å
HOMO energy   -15.2 eV